Computed, not measured: a cluster of 13 separate species, C70H165NO3 in total at a distorted geometry, with wB97M-V/def2-TZVPD.

Results
- Lowest unoccupied orbital energy: 0.34 eV
- Molar mass: 1069.09 g mol⁻¹
- Maximum force: 3.7 eV Å⁻¹
- HOMO-LUMO gap: 10.13 eV
- Calculated total energy: -82892.44579 eV

```
239
Properties=species:S:1:pos:R:3:forces:R:3
C 1.372 -4.145 4.093 -0.095 0.249 0.582
C -0.189 -4.047 4.138 2.633 -0.133 -1.587
C -0.699 -3.438 5.385 -2.836 -0.741 0.997
C -2.250 -3.037 5.353 0.343 -0.524 -0.585
C -3.384 -4.042 4.924 2.981 -0.414 -1.071
C -4.716 -3.583 5.267 -2.567 0.304 1.562
H 1.719 -4.813 3.304 -0.105 0.452 -0.473
H 1.874 -4.567 4.963 -0.456 -0.041 0.514
H 1.749 -3.126 4.013 0.409 -0.075 -0.362
H -0.356 -3.380 3.293 -0.634 -0.106 -0.214
H -0.443 -5.063 3.834 -1.134 0.236 0.565
H -0.136 -2.567 5.720 0.099 0.040 -0.246
H -0.632 -4.191 6.170 0.254 0.002 0.341
H -2.519 -2.628 6.327 0.070 0.149 0.026
H -2.393 -2.280 4.582 0.315 0.650 0.303
H -3.412 -4.030 3.834 0.424 0.009 -0.361
H -3.136 -5.089 5.095 -0.223 -0.103 0.775
H -4.828 -2.512 5.100 -0.179 -0.012 -0.720
H -5.480 -4.197 4.791 -0.069 0.425 -0.684
H -5.089 -3.651 6.289 0.801 -0.259 0.668
C -6.911 -6.029 2.710 0.014 0.655 1.130
C -6.255 -6.439 1.433 0.024 -2.081 -0.344
C -6.376 -5.543 0.221 1.617 0.176 -0.117
C -5.156 -5.703 -0.807 -0.673 0.936 -0.007
C -3.751 -5.208 -0.262 -1.719 -0.427 -0.977
C -2.724 -4.730 -1.383 -1.370 -1.020 1.521
H -7.955 -6.325 2.815 -0.139 0.379 -0.331
H -6.771 -4.959 2.870 -0.443 0.231 -0.037
H -6.435 -6.458 3.592 0.220 -0.333 -0.090
H -5.247 -6.796 1.643 0.462 0.724 -0.105
H -6.695 -7.399 1.160 -0.239 -0.248 -0.214
H -6.364 -4.511 0.572 0.294 0.317 -0.053
H -7.376 -5.633 -0.202 0.181 -0.328 -0.497
H -4.979 -6.701 -1.209 -0.469 -0.366 0.342
H -5.484 -5.147 -1.685 0.273 0.380 -0.155
H -4.018 -4.450 0.475 0.597 0.370 -0.021
H -3.478 -6.103 0.298 1.009 0.263 0.058
H -2.954 -3.705 -1.673 0.316 0.012 0.228
H -1.724 -4.884 -0.977 0.056 0.453 -0.275
H -2.829 -5.344 -2.277 -0.021 -0.147 0.017
C -0.775 8.882 1.821 -0.445 -0.081 0.336
C -0.932 10.224 2.580 1.047 -0.100 -2.272
C -0.911 11.385 1.528 0.262 0.108 1.150
C -0.724 12.805 2.168 -1.030 -0.797 -0.868
C 0.497 13.009 3.023 0.405 -1.617 0.855
C 0.579 14.274 3.842 -0.378 1.941 -1.572
H 0.155 8.788 1.261 0.100 0.419 0.005
H -1.588 8.738 1.108 -0.101 -0.036 -0.049
H -0.775 8.026 2.496 -0.181 -0.021 0.143
H -1.881 10.258 3.115 0.323 -0.022 0.406
H -0.023 10.302 3.176 -0.489 0.154 0.614
H -1.859 11.343 0.992 -0.136 0.257 -0.028
H -0.156 11.226 0.758 0.312 -0.224 0.145
H -0.677 13.490 1.322 -0.299 0.364 0.079
H -1.656 12.951 2.713 0.025 0.522 0.233
H 0.585 12.158 3.699 0.005 -0.154 0.073
H 1.340 12.910 2.339 0.375 0.191 0.164
H 1.332 14.420 4.617 -0.073 -0.648 -0.043
H 0.791 15.025 3.081 0.583 0.495 -0.021
H -0.371 14.712 4.147 -0.319 -0.777 0.646
C 5.994 -5.246 -5.681 -1.390 -0.184 -1.333
C 5.904 -5.464 -4.175 0.208 -1.609 -0.629
C 5.803 -4.319 -3.278 0.394 3.364 -0.982
C 5.851 -4.491 -1.795 -0.644 -1.219 -0.593
C 4.546 -5.194 -1.310 -0.081 1.368 1.906
C 3.180 -4.456 -1.539 0.269 -0.374 -0.812
H 6.890 -5.331 -6.296 0.749 0.588 0.967
H 5.419 -4.386 -6.025 0.283 0.517 0.204
H 5.435 -6.032 -6.189 -0.325 -0.448 0.272
H 4.959 -5.979 -4.005 0.309 -0.950 -0.035
H 6.786 -6.038 -3.888 -0.253 -0.597 0.254
H 4.902 -3.761 -3.534 -0.381 0.038 -0.043
H 6.548 -3.586 -3.588 0.523 0.127 0.153
H 6.650 -5.205 -1.595 0.272 0.115 0.382
H 6.146 -3.521 -1.394 -0.515 -0.119 0.578
H 4.641 -6.241 -1.599 -0.668 0.113 -0.486
H 4.616 -5.234 -0.223 0.189 -0.254 0.267
H 3.154 -4.065 -2.556 -0.249 0.079 -0.039
H 2.266 -5.033 -1.399 0.298 -0.824 -0.250
H 2.921 -3.637 -0.869 0.965 0.336 0.201
C -1.619 -3.477 -5.577 -0.981 0.732 -0.823
C -1.781 -2.613 -4.338 -0.396 -0.762 0.723
C -3.070 -1.699 -4.333 1.558 -0.123 -2.114
C -3.412 -1.009 -3.065 -1.468 0.503 1.762
C -4.813 -1.405 -2.447 0.613 -0.719 -1.971
C -6.011 -1.045 -3.424 0.827 0.535 1.692
H -0.593 -3.691 -5.877 -0.040 -0.451 0.459
H -2.022 -2.929 -6.429 -0.088 0.041 -0.261
H -2.261 -4.351 -5.464 0.428 -0.321 -0.277
H -1.859 -3.342 -3.531 -0.331 0.109 0.370
H -0.796 -2.207 -4.112 -0.310 1.215 -0.021
H -3.892 -2.201 -4.843 -0.164 -0.670 0.531
H -2.930 -0.893 -5.053 0.555 0.018 -0.361
H -2.597 -1.231 -2.376 -0.154 0.275 0.464
H -3.464 0.067 -3.227 0.361 0.138 0.090
H -4.709 -2.488 -2.379 -0.507 -0.260 0.232
H -4.997 -1.031 -1.440 0.135 0.231 -0.138
H -6.905 -1.586 -3.114 0.046 -0.227 -0.381
H -6.245 0.002 -3.228 -0.051 0.202 -0.166
H -5.799 -1.116 -4.490 0.033 -0.423 0.168
C 0.107 -3.089 0.387 -0.543 1.323 -1.174
C 0.198 -1.804 -0.515 0.524 0.615 1.502
C 0.033 -0.492 0.404 -0.120 -1.140 -0.858
C 0.357 0.882 -0.265 -0.274 0.133 1.426
C -0.171 2.225 0.533 1.144 -3.166 -1.436
C 0.074 3.431 -0.314 -1.112 0.691 -0.107
H 0.098 -3.988 -0.230 0.321 -0.047 0.111
H -0.887 -3.017 0.829 0.070 -0.290 0.504
H 0.896 -3.111 1.139 -0.117 -0.103 0.002
H 1.181 -1.740 -0.980 0.131 -0.076 -0.157
H -0.535 -1.874 -1.319 -0.163 0.218 0.060
H 0.666 -0.695 1.268 0.479 0.330 0.009
H -0.949 -0.573 0.869 -0.462 0.447 -0.330
H 1.444 0.921 -0.333 0.251 0.284 0.250
H 0.090 0.870 -1.322 -0.729 0.209 0.011
H -1.229 2.073 0.746 -0.033 0.157 0.116
H 0.390 2.281 1.466 -0.096 -0.073 0.121
H -0.145 4.280 0.334 0.640 0.517 -0.226
H 1.036 3.461 -0.826 0.149 0.150 0.454
H -0.689 3.512 -1.087 -0.017 -0.180 -0.243
C -5.022 1.559 2.161 0.592 0.782 0.391
C -5.106 2.969 2.827 0.112 -0.421 -0.822
C -3.863 3.852 2.987 0.562 -1.010 -1.105
C -2.737 3.112 3.659 0.308 0.374 1.387
C -1.593 4.102 3.889 0.407 -1.239 0.047
C -0.437 3.568 4.788 -1.548 -0.894 0.127
H -4.678 1.645 1.130 -0.001 -0.224 -0.061
H -5.997 1.075 2.201 -0.105 0.211 -0.213
H -4.364 0.895 2.722 0.256 0.032 -0.109
H -5.780 3.545 2.192 -0.657 -0.002 0.547
H -5.469 2.734 3.827 -0.503 0.648 0.062
H -4.110 4.819 3.424 -0.175 -0.254 0.712
H -3.367 4.190 2.078 -0.638 -0.166 -0.937
H -3.115 2.768 4.621 0.143 -0.351 0.306
H -2.382 2.246 3.101 -0.214 -0.039 -0.159
H -1.207 4.274 2.884 0.141 0.659 0.020
H -2.158 4.950 4.275 0.949 0.574 0.130
H -0.351 2.483 4.717 0.449 -0.299 -1.377
H 0.548 4.017 4.661 -0.306 0.163 0.336
H -0.806 3.426 5.804 0.288 1.430 0.631
C -0.084 -7.422 0.399 -0.526 -0.147 1.605
C -0.240 -7.064 1.955 1.099 0.288 -1.827
C -1.191 -7.952 2.684 -0.031 0.014 0.647
C -1.334 -7.869 4.227 -1.893 0.747 -0.554
C -0.464 -8.683 5.107 2.479 0.728 -1.351
C -0.695 -8.717 6.573 -1.523 -1.443 0.168
H -1.026 -7.869 0.079 -0.146 0.304 -0.369
H 0.668 -8.189 0.215 0.158 0.064 0.200
H 0.173 -6.534 -0.178 -0.137 -0.085 -0.050
H 0.773 -7.124 2.352 -0.004 0.433 0.364
H -0.659 -6.058 1.989 0.513 0.258 0.150
H -0.940 -8.972 2.392 -0.569 -0.326 0.060
H -2.167 -7.613 2.337 -0.252 -0.731 -0.396
H -1.442 -6.846 4.588 0.602 0.421 -0.164
H -2.377 -8.164 4.345 -0.244 -0.600 0.380
H -0.390 -9.667 4.644 0.115 -0.210 0.275
H 0.518 -8.213 5.074 0.577 -0.349 -0.806
H -0.079 -8.058 7.185 -0.386 0.090 -0.154
H -1.775 -8.608 6.666 -0.074 0.405 0.955
H -0.509 -9.761 6.822 0.187 0.130 0.763
C -2.581 3.933 -3.716 -1.519 0.845 -0.709
C -3.772 4.977 -3.438 0.711 -0.806 0.300
C -3.896 5.468 -1.955 2.230 0.163 -1.226
C -4.828 6.622 -1.781 -0.314 -0.640 0.681
C -4.712 7.249 -0.353 -1.230 -0.289 -1.875
C -5.838 8.297 -0.158 1.800 -0.036 0.155
H -2.463 3.751 -4.784 -0.542 0.058 -0.334
H -2.730 2.930 -3.314 0.279 0.262 0.617
H -1.620 4.414 -3.531 -0.035 -0.235 0.915
H -3.568 5.763 -4.166 0.305 0.745 0.580
H -4.777 4.725 -3.777 0.008 -1.064 -0.015
H -2.899 5.824 -1.697 0.397 -0.061 0.207
H -4.115 4.700 -1.214 -0.152 -0.415 -0.339
H -4.693 7.316 -2.610 -0.076 0.355 0.221
H -5.774 6.098 -1.917 -0.790 0.780 0.124
H -4.751 6.415 0.348 -0.072 0.133 0.275
H -3.739 7.733 -0.267 0.033 0.018 0.113
H -5.638 9.062 -0.909 -0.368 0.107 -0.136
H -6.859 7.930 -0.263 0.189 -0.064 0.258
H -5.597 8.775 0.792 -0.803 0.097 0.230
C 6.577 3.871 0.321 1.799 -0.215 0.315
C 5.451 3.022 0.800 -1.703 -0.425 -0.676
C 5.726 2.015 1.947 -0.487 -0.587 -0.106
C 4.512 1.629 2.817 -1.076 1.650 -0.440
C 4.541 0.480 3.823 0.185 -0.503 -0.769
C 3.280 0.355 4.703 0.708 0.262 -0.459
H 7.181 4.159 1.181 0.040 0.595 -0.004
H 6.329 4.733 -0.300 -0.328 -0.008 0.283
H 7.265 3.273 -0.276 0.106 -0.102 -0.133
H 4.581 3.666 0.930 -0.134 0.107 0.943
H 5.118 2.498 -0.096 -0.131 -0.642 0.022
H 6.501 2.426 2.595 0.318 -0.295 -0.063
H 5.989 1.057 1.499 0.974 0.156 -0.013
H 4.219 2.566 3.289 -0.144 0.101 0.603
H 3.680 1.479 2.129 -0.231 -0.314 -0.193
H 4.457 -0.443 3.250 0.720 -0.207 -0.285
H 5.524 0.494 4.295 -0.181 -0.177 0.591
H 3.223 -0.588 5.247 0.413 0.055 0.199
H 3.180 1.193 5.393 -0.400 -0.017 -0.111
H 2.483 0.263 3.965 -0.487 0.556 0.285
C 0.908 3.619 -6.240 0.173 -0.772 -0.196
C 2.295 4.247 -6.361 -0.079 1.151 -1.052
C 3.399 3.275 -6.842 -2.008 -1.616 0.724
C 4.830 3.680 -6.767 -0.357 0.535 -0.005
C 5.847 3.011 -7.641 0.679 -0.937 0.562
C 6.169 1.594 -7.152 0.047 -0.421 -1.140
H 0.040 4.278 -6.272 0.344 0.467 -0.144
H 0.741 3.015 -5.348 0.366 -0.188 0.099
H 0.848 2.964 -7.109 -0.454 -0.262 0.019
H 2.201 4.950 -7.188 -0.035 0.472 -0.041
H 2.520 4.886 -5.506 0.451 -0.362 0.257
H 3.121 2.893 -7.824 -0.059 0.381 -0.434
H 3.202 2.394 -6.232 0.480 -0.462 0.213
H 4.850 4.732 -7.052 0.281 0.397 0.784
H 5.136 3.399 -5.759 0.276 1.132 0.336
H 5.576 2.971 -8.696 -0.043 0.178 -0.067
H 6.749 3.609 -7.514 0.144 0.079 -0.375
H 7.069 1.226 -7.647 0.215 0.049 0.022
H 6.328 1.468 -6.081 -0.232 0.267 0.025
H 5.398 0.908 -7.503 -0.209 -0.121 0.447
C 6.481 -2.515 1.590 -0.151 -0.735 -0.751
C 7.407 -2.984 2.759 -0.317 3.256 -1.564
O 6.934 -4.191 3.198 -0.047 -1.159 0.785
O 6.856 -1.296 0.937 0.362 -0.165 1.038
H 5.436 -2.551 1.900 -0.155 0.731 0.719
H 6.420 -3.300 0.837 0.715 -0.430 -0.091
H 7.377 -2.235 3.550 -0.349 0.226 0.180
H 8.453 -2.902 2.462 0.184 -0.867 -0.387
H 6.752 -4.034 4.127 -0.176 -0.627 0.033
H 6.310 -1.137 0.163 -0.119 -0.259 0.036
O 4.021 -1.134 -5.881 2.661 1.341 0.195
C 3.050 -1.631 -5.410 -1.899 0.072 -0.043
N 2.383 -2.493 -6.232 -1.699 -1.123 0.433
C 2.508 -1.274 -3.992 0.129 -0.385 -0.800
H 1.402 -2.711 -6.131 0.234 -0.046 0.374
H 2.779 -2.790 -7.112 0.258 0.544 0.246
H 1.851 -0.406 -3.951 0.039 0.153 -0.625
H 3.385 -0.995 -3.407 -0.083 -0.353 0.136
H 1.915 -2.077 -3.553 0.359 -0.191 0.123
```
Positions in Å, forces in eV/Å.

Atomic partial charges in e from the Mulliken method, atoms 1 to 99:
1. C -1.74
2. C 1.87
3. C -0.66
4. C -0.98
5. C 0.68
6. C -1.45
7. H 0.28
8. H 0.48
9. H 0.36
10. H -0.23
11. H -1.06
12. H 0.35
13. H 0.34
14. H 0.43
15. H 0.29
16. H -0.07
17. H 0.09
18. H 0.33
19. H 0.22
20. H 0.38
21. C -1.35
22. C 0.32
23. C -0.89
24. C -1.02
25. C 0.00
26. C -0.02
27. H 0.37
28. H 0.30
29. H 0.36
30. H -0.17
31. H 0.29
32. H 0.36
33. H 0.41
34. H 0.45
35. H 0.38
36. H 0.32
37. H -0.13
38. H -0.30
39. H -0.23
40. H 0.50
41. C -1.05
42. C -0.16
43. C -0.83
44. C -0.60
45. C -0.21
46. C -1.29
47. H 0.36
48. H 0.08
49. H 0.35
50. H 0.23
51. H 0.25
52. H 0.34
53. H 0.40
54. H 0.32
55. H 0.33
56. H 0.24
57. H 0.25
58. H 0.33
59. H 0.32
60. H 0.35
61. C -1.30
62. C -0.15
63. C -0.33
64. C 0.07
65. C -0.73
66. C -0.42
67. H 0.37
68. H 0.23
69. H 0.37
70. H 0.24
71. H 0.22
72. H -0.47
73. H 0.52
74. H 0.38
75. H -0.13
76. H 0.43
77. H 0.44
78. H -0.01
79. H 0.08
80. H 0.12
81. C -1.46
82. C 0.79
83. C -0.78
84. C 0.32
85. C -0.19
86. C -1.29
87. H 0.28
88. H 0.35
89. H 0.35
90. H -0.32
91. H 0.02
92. H 0.51
93. H 0.30
94. H -0.48
95. H 0.12
96. H -0.14
97. H 0.58
98. H 0.39
99. H 0.33